# 1
# C50H132Cl6N18O10P6

A 11-piece molecular cluster, C50H132Cl6N18O10P6 overall at a distorted geometry (ωB97M-V with the def2-TZVPD basis set, the Open Molecules 2025 dataset).

CARTESIAN COORDINATES (ANGSTROEM)
Cl (11.200, -10.518, -7.013)
C (12.905, -10.967, -7.404)
C (13.407, -10.222, -8.639)
Cl (13.461, -8.479, -8.268)
H (12.967, -12.031, -7.630)
H (13.503, -10.744, -6.520)
H (12.684, -10.412, -9.432)
H (14.424, -10.505, -8.912)
Cl (10.972, -9.949, -0.179)
C (9.970, -10.728, -1.410)
C (9.194, -9.626, -2.220)
Cl (8.016, -8.871, -1.100)
H (9.245, -11.393, -0.939)
H (10.643, -11.356, -1.994)
H (8.656, -10.252, -2.931)
H (9.866, -8.923, -2.713)
Cl (12.852, -10.188, -15.426)
C (12.383, -9.727, -13.778)
C (12.190, -8.213, -13.669)
Cl (13.652, -7.245, -13.867)
H (13.180, -10.094, -13.132)
H (11.414, -10.203, -13.628)
H (11.725, -7.825, -12.763)
H (11.441, -7.945, -14.414)
O (10.353, -13.415, -10.965)
P (9.080, -13.849, -11.594)
N (9.089, -13.740, -13.303)
C (10.221, -14.278, -14.039)
C (7.874, -13.759, -14.111)
N (7.745, -12.771, -11.182)
C (7.903, -11.369, -11.501)
C (7.033, -12.982, -9.938)
N (8.602, -15.458, -11.378)
C (9.565, -16.553, -11.353)
C (7.192, -15.890, -11.487)
H (11.118, -14.149, -13.434)
H (10.221, -13.808, -15.023)
H (10.062, -15.341, -14.218)
H (8.091, -13.331, -15.090)
H (7.019, -13.304, -13.612)
H (7.725, -14.807, -14.372)
H (8.853, -11.015, -11.100)
H (8.000, -11.282, -12.583)
H (7.040, -10.766, -11.219)
H (6.698, -14.019, -9.939)
H (7.667, -12.842, -9.063)
H (6.136, -12.371, -10.041)
H (9.087, -17.529, -11.272)
H (10.126, -16.612, -12.286)
H (10.336, -16.528, -10.583)
H (6.682, -15.002, -11.862)
H (6.836, -16.288, -10.537)
H (7.187, -16.663, -12.256)
O (9.316, -0.212, -11.588)
P (10.302, 0.571, -10.792)
N (11.855, -0.247, -10.620)
C (13.029, 0.466, -10.328)
C (12.197, -1.461, -11.407)
N (9.979, 0.794, -9.116)
C (9.309, -0.317, -8.444)
C (10.732, 1.690, -8.208)
N (10.626, 2.165, -11.418)
C (9.561, 3.132, -11.162)
C (11.390, 2.336, -12.631)
H (12.855, 1.515, -10.089)
H (13.657, 0.456, -11.218)
H (13.732, -0.031, -9.659)
H (12.802, -1.246, -12.288)
H (11.243, -1.928, -11.652)
H (12.782, -2.150, -10.798)
H (10.028, -1.016, -8.016)
H (8.529, -0.036, -7.736)
H (8.717, -0.864, -9.178)
H (11.275, 2.382, -8.851)
H (9.993, 2.185, -7.578)
H (11.376, 1.045, -7.609)
H (9.890, 4.167, -11.256)
H (8.681, 2.955, -11.781)
H (9.169, 2.976, -10.157)
H (11.784, 1.408, -13.045)
H (12.100, 3.153, -12.503)
H (10.647, 2.646, -13.365)
O (5.170, 1.376, -1.573)
P (6.181, 0.960, -2.606)
N (6.659, -0.670, -2.373)
C (6.952, -1.097, -1.033)
C (7.158, -1.616, -3.382)
N (7.706, 1.762, -2.447)
C (8.955, 1.329, -3.092)
C (7.831, 2.965, -1.556)
N (5.703, 1.130, -4.248)
C (5.848, 2.400, -4.924)
C (4.601, 0.377, -4.904)
H (7.935, -1.556, -0.928)
H (6.251, -1.881, -0.746)
H (6.821, -0.281, -0.323)
H (8.090, -1.279, -3.835)
H (6.458, -1.645, -4.217)
H (7.297, -2.641, -3.038)
H (9.562, 2.157, -3.457)
H (9.459, 0.614, -2.442)
H (8.731, 0.757, -3.993)
H (8.343, 2.780, -0.612)
H (8.342, 3.766, -2.092)
H (6.822, 3.273, -1.282)
H (5.971, 2.261, -5.998)
H (4.945, 2.997, -4.796)
H (6.757, 2.872, -4.550)
H (3.598, 0.746, -4.694)
H (4.589, -0.690, -4.681)
H (4.770, 0.308, -5.979)
O (5.780, -12.697, -4.040)
P (4.440, -12.476, -3.477)
N (4.085, -10.813, -3.275)
C (3.004, -10.400, -2.454)
C (4.357, -9.921, -4.395)
N (4.182, -13.205, -1.955)
C (4.895, -12.673, -0.820)
C (4.135, -14.734, -1.789)
N (3.101, -13.118, -4.337)
C (1.726, -12.998, -3.896)
C (3.332, -14.033, -5.405)
H (2.621, -11.150, -1.763)
H (2.265, -10.053, -3.176)
H (3.250, -9.487, -1.911)
H (3.561, -9.963, -5.138)
H (5.339, -10.093, -4.835)
H (4.352, -8.882, -4.068)
H (4.676, -13.197, 0.111)
H (5.954, -12.746, -1.067)
H (4.617, -11.620, -0.764)
H (3.571, -15.168, -2.614)
H (5.118, -15.175, -1.951)
H (3.695, -15.015, -0.832)
H (1.031, -13.487, -4.579)
H (1.711, -13.371, -2.872)
H (1.443, -11.954, -3.765)
H (3.905, -14.920, -5.134)
H (3.764, -13.414, -6.191)
H (2.389, -14.481, -5.719)
O (14.484, -1.427, -2.976)
P (14.936, -2.853, -3.252)
N (15.010, -3.266, -4.913)
C (13.783, -3.524, -5.616)
C (16.070, -2.590, -5.741)
N (13.933, -4.025, -2.473)
C (13.118, -3.703, -1.338)
C (14.055, -5.476, -2.598)
N (16.491, -3.292, -2.436)
C (17.232, -4.417, -2.908)
C (16.701, -2.876, -1.093)
H (14.011, -4.070, -6.531)
H (13.387, -2.545, -5.888)
H (13.102, -4.178, -5.073)
H (16.033, -1.501, -5.768)
H (16.098, -3.010, -6.746)
H (17.061, -2.878, -5.390)
H (12.168, -4.236, -1.313)
H (13.679, -3.903, -0.426)
H (12.802, -2.665, -1.442)
H (14.123, -5.833, -3.626)
H (14.953, -5.873, -2.124)
H (13.182, -6.017, -2.234)
H (17.024, -5.297, -2.299)
H (16.963, -4.808, -3.889)
H (18.294, -4.332, -2.676)
H (17.771, -2.934, -0.895)
H (16.274, -3.547, -0.348)
H (16.353, -1.843, -1.091)
O (7.478, -6.857, -13.989)
P (6.435, -6.467, -14.959)
N (4.752, -6.491, -14.374)
C (4.300, -7.708, -13.781)
C (4.045, -5.257, -13.846)
N (6.374, -7.427, -16.422)
C (7.623, -7.691, -17.110)
C (5.225, -7.480, -17.281)
N (6.628, -4.892, -15.613)
C (5.746, -4.333, -16.621)
C (7.538, -3.931, -14.893)
H (3.234, -7.924, -13.855)
H (4.650, -7.938, -12.775)
H (4.670, -8.494, -14.439)
H (4.701, -4.978, -13.022)
H (3.046, -5.429, -13.444)
H (3.921, -4.376, -14.476)
H (8.087, -6.712, -17.233)
H (8.271, -8.357, -16.540)
H (7.499, -8.080, -18.120)
H (4.318, -7.621, -16.693)
H (5.094, -6.633, -17.954)
H (5.215, -8.441, -17.796)
H (6.399, -4.349, -17.493)
H (4.871, -4.972, -16.746)
H (5.480, -3.310, -16.355)
H (6.999, -3.661, -13.985)
H (7.662, -2.987, -15.424)
H (8.541, -4.328, -14.732)
O (2.441, 2.662, -11.427)
C (3.283, 1.776, -11.746)
O (3.602, 0.686, -10.924)
C (4.600, -0.174, -11.514)
C (4.662, 0.280, -12.907)
C (4.119, 1.663, -13.033)
H (4.258, -1.198, -11.361)
H (5.557, 0.061, -11.049)
H (4.218, -0.485, -13.544)
H (5.667, 0.274, -13.327)
H (3.385, 1.845, -13.818)
H (4.941, 2.379, -13.037)
O (5.492, -4.798, -8.425)
C (6.557, -5.415, -8.270)
O (6.935, -5.914, -7.045)
C (8.251, -6.333, -6.992)
C (8.902, -5.994, -8.336)
C (7.676, -5.730, -9.217)
H (8.117, -7.411, -6.899)
H (8.703, -5.828, -6.138)
H (9.490, -6.852, -8.663)
H (9.392, -5.034, -8.170)
H (7.444, -6.620, -9.802)
H (7.930, -4.862, -9.825)

Values from the calculation:
Frontier orbital gap, eV: 7.99
Electronic energy, Eh: -8531.6488
E_LUMO, eV: 0.0

Atom charges from the Mulliken analysis, given in e for atoms 1 to 8: Cl -0.139; C -0.527; C -0.382; Cl -0.177; H 0.333; H 0.349; H 0.216; H 0.330

***

# 2
# C50H135N17O18

A 13-piece molecular cluster, C50H135N17O18 overall at a distorted geometry (ωB97M-V with the def2-TZVPD basis set, the Open Molecules 2025 dataset).

CARTESIAN COORDINATES (ANGSTROEM)
C (7.340, 0.879, -5.307)
C (5.909, 1.411, -5.235)
C (5.441, 1.505, -3.808)
O (4.200, 2.162, -3.639)
C (3.429, 1.647, -2.581)
N (5.856, 2.705, -5.968)
H (7.530, 0.664, -6.362)
H (7.529, -0.103, -4.866)
H (8.121, 1.541, -4.932)
H (5.337, 0.786, -5.923)
H (6.055, 2.099, -3.109)
H (5.534, 0.483, -3.411)
H (2.400, 2.002, -2.553)
H (3.819, 1.882, -1.583)
H (3.342, 0.556, -2.600)
H (5.229, 3.350, -5.485)
H (6.712, 3.230, -5.773)
C (-4.004, -0.672, -0.301)
C (-5.390, -0.996, -0.901)
C (-6.366, 0.176, -0.518)
O (-5.895, 1.493, -0.716)
C (-5.995, 2.025, -2.028)
N (-5.391, -1.156, -2.340)
H (-4.008, -0.380, 0.750)
H (-3.538, 0.174, -0.799)
H (-3.384, -1.553, -0.482)
H (-5.896, -1.876, -0.484)
H (-6.612, 0.164, 0.551)
H (-7.369, -0.016, -0.926)
H (-5.473, 2.968, -2.174)
H (-7.039, 2.106, -2.353)
H (-5.525, 1.284, -2.674)
H (-6.158, -0.761, -2.863)
H (-4.579, -0.603, -2.634)
C (-0.572, -3.504, 3.741)
C (0.181, -4.343, 4.783)
C (1.660, -4.396, 4.439)
O (1.893, -5.281, 3.373)
C (3.184, -5.267, 2.814)
N (0.048, -3.690, 6.066)
H (-1.618, -3.395, 4.036)
H (-0.603, -4.094, 2.822)
H (-0.060, -2.552, 3.600)
H (-0.229, -5.360, 4.722)
H (2.151, -4.688, 5.377)
H (1.995, -3.398, 4.136)
H (3.278, -5.398, 1.737)
H (3.861, -5.973, 3.304)
H (3.608, -4.278, 3.026)
H (0.357, -4.318, 6.804)
H (-0.913, -3.488, 6.317)
C (-0.930, 0.523, -0.690)
C (0.387, -0.207, -0.289)
C (0.157, -1.046, 0.955)
O (-0.921, -1.952, 0.768)
C (-1.641, -2.285, 1.946)
N (0.900, -0.962, -1.450)
H (-0.924, 1.320, -1.432)
H (-1.447, 0.850, 0.216)
H (-1.604, -0.233, -1.090)
H (1.123, 0.578, -0.091)
H (0.053, -0.345, 1.788)
H (1.051, -1.652, 1.140)
H (-1.115, -2.047, 2.873)
H (-1.765, -3.365, 1.905)
H (-2.577, -1.723, 1.911)
H (0.276, -1.757, -1.577)
H (1.791, -1.374, -1.176)
C (4.885, -0.939, 0.881)
O (5.857, -1.653, 0.158)
C (7.059, -0.968, -0.158)
C (8.084, -1.853, -0.903)
N (8.030, -3.232, -0.431)
C (8.886, -3.451, 0.799)
C (8.633, -4.857, 1.308)
O (7.630, -4.974, 2.315)
C (6.336, -4.733, 1.828)
H (4.179, -0.417, 0.230)
H (5.256, -0.302, 1.689)
H (4.327, -1.714, 1.415)
H (7.549, -0.594, 0.753)
H (6.807, -0.035, -0.673)
H (9.061, -1.384, -0.949)
H (7.602, -1.895, -1.887)
H (7.158, -3.421, 0.052)
H (8.665, -2.661, 1.524)
H (9.935, -3.307, 0.531)
H (9.536, -5.200, 1.825)
H (8.579, -5.678, 0.588)
H (6.181, -3.675, 1.587)
H (5.562, -4.929, 2.564)
H (6.116, -5.425, 1.006)
C (-4.783, -4.227, 1.301)
O (-6.060, -4.336, 1.923)
C (-6.484, -3.171, 2.600)
C (-7.143, -3.573, 3.939)
N (-6.106, -4.310, 4.688)
C (-6.748, -5.340, 5.494)
C (-5.846, -6.276, 6.259)
O (-5.174, -7.219, 5.434)
C (-3.953, -6.813, 4.826)
H (-4.411, -5.227, 1.080)
H (-4.094, -3.641, 1.908)
H (-4.981, -3.738, 0.342)
H (-7.215, -2.673, 1.958)
H (-5.669, -2.482, 2.839)
H (-7.987, -4.204, 3.631)
H (-7.542, -2.722, 4.488)
H (-5.625, -4.797, 3.936)
H (-7.390, -5.979, 4.870)
H (-7.421, -4.901, 6.238)
H (-6.430, -6.833, 6.991)
H (-5.029, -5.763, 6.785)
H (-4.012, -6.277, 3.876)
H (-3.410, -7.732, 4.612)
H (-3.425, -6.228, 5.582)
C (0.499, 3.826, 2.757)
O (-0.328, 4.380, 1.748)
C (-0.244, 3.616, 0.541)
C (0.458, 4.386, -0.597)
N (-0.158, 5.693, -0.835)
C (-1.437, 5.610, -1.560)
C (-2.169, 6.904, -1.646)
O (-2.536, 7.533, -0.444)
C (-3.132, 8.799, -0.587)
H (0.108, 2.945, 3.283)
H (0.643, 4.612, 3.497)
H (1.419, 3.449, 2.296)
H (-1.289, 3.523, 0.230)
H (0.123, 2.593, 0.625)
H (0.312, 3.838, -1.529)
H (1.501, 4.380, -0.274)
H (-0.413, 6.106, 0.059)
H (-2.073, 4.833, -1.111)
H (-1.220, 5.263, -2.573)
H (-3.128, 6.625, -2.113)
H (-1.625, 7.592, -2.305)
H (-3.725, 8.711, -1.503)
H (-2.461, 9.663, -0.636)
H (-3.750, 9.020, 0.282)
C (-4.128, 2.798, 1.684)
O (-4.059, 1.573, 2.430)
C (-4.034, 1.940, 3.798)
C (-3.934, 0.659, 4.665)
N (-2.768, -0.173, 4.542)
C (-1.488, 0.490, 4.874)
C (-0.332, -0.426, 5.145)
O (0.698, -0.163, 4.151)
C (1.898, 0.373, 4.640)
H (-3.955, 2.621, 0.619)
H (-3.201, 3.369, 1.828)
H (-5.056, 3.330, 1.868)
H (-4.867, 2.570, 4.108)
H (-3.029, 2.337, 3.993)
H (-4.773, 0.024, 4.360)
H (-4.135, 0.941, 5.700)
H (-2.594, -0.692, 3.696)
H (-1.700, 1.243, 5.636)
H (-1.271, 1.085, 3.979)
H (-0.552, -1.495, 5.104)
H (0.139, -0.375, 6.131)
H (2.469, -0.313, 5.278)
H (1.667, 1.275, 5.221)
H (2.524, 0.615, 3.781)
C (-0.071, 3.072, -3.783)
O (-0.058, 4.471, -3.810)
C (1.208, 5.050, -4.144)
C (1.311, 6.495, -3.616)
N (0.360, 7.302, -4.414)
C (0.266, 8.641, -3.892)
C (-0.901, 9.387, -4.557)
O (-2.069, 8.582, -4.397)
C (-3.195, 9.358, -4.058)
H (-1.006, 2.707, -3.367)
H (0.818, 2.743, -3.229)
H (0.083, 2.612, -4.769)
H (1.177, 5.118, -5.235)
H (2.035, 4.413, -3.823)
H (2.333, 6.832, -3.765)
H (0.961, 6.500, -2.579)
H (-0.506, 6.840, -4.635)
H (1.201, 9.200, -3.956)
H (-0.032, 8.606, -2.832)
H (-0.727, 9.758, -5.572)
H (-1.008, 10.357, -4.055)
H (-3.982, 8.669, -3.725)
H (-3.584, 9.932, -4.897)
H (-3.127, 9.872, -3.092)
C (-2.344, 0.001, -3.984)
O (-3.249, 0.489, -3.295)
N (-2.004, -1.298, -3.889)
N (-1.741, 0.719, -4.968)
H (-2.386, -1.729, -3.062)
H (-1.191, -1.661, -4.345)
H (-2.145, 1.628, -5.092)
H (-0.926, 0.348, -5.423)
C (1.174, -1.072, -5.237)
O (0.533, -2.101, -5.004)
N (1.823, -0.358, -4.260)
N (1.092, -0.413, -6.437)
H (2.663, 0.171, -4.404)
H (1.596, -0.697, -3.333)
H (0.684, -0.940, -7.189)
H (1.668, 0.406, -6.498)
C (4.209, -2.928, -2.941)
O (5.074, -2.271, -3.535)
N (3.994, -2.856, -1.596)
N (3.225, -3.633, -3.595)
H (3.214, -3.432, -1.312)
H (4.801, -2.627, -1.025)
H (2.797, -4.443, -3.184)
H (3.135, -3.511, -4.588)
C (1.106, -5.339, 0.389)
O (1.726, -4.523, -0.289)
N (-0.103, -5.190, 0.998)
N (1.503, -6.672, 0.378)
H (-0.482, -5.997, 1.445)
H (-0.617, -4.325, 0.919)
H (1.113, -7.316, 1.042)
H (2.499, -6.775, 0.249)

Values from the calculation:
Frontier orbital gap, eV: 8.13
Electronic energy, Eh: -4270.8715
E_LUMO, eV: 0.2

Atom charges from the Mulliken analysis, given in e for atoms 1 to 8: C -1.475; C 0.606; C -0.424; O -0.275; C 0.177; N -0.734; H 0.426; H 0.349